[1]
{
  "formula": "C36H39N7O12",
  "method": "the ωB97M-V functional and the def2-TZVPD basis",
  "lumo_energy_ev": -1.57,
  "smiles": "O=[N+]([O-])c1ccccc1.O=[N+]([O-])c1ccccc1.O=[N+]([O-])c1ccccc1.O=[N+]([O-])c1ccccc1.O=[N+]([O-])c1ccccc1.CN(C)C=O.CN(C)C=O",
  "energy_ha": -2680.1537,
  "symbols": ["O", "N", "O", "C", "C", "C", "C", "C", "C", "H", "H", "H", "H", "H", "O", "N", "O", "C", "C", "C", "C", "C", "C", "H", "H", "H", "H", "H", "O", "N", "O", "C", "C", "C", "C", "C", "C", "H", "H", "H", "H", "H", "O", "N", "O", "C", "C", "C", "C", "C", "C", "H", "H", "H", "H", "H", "O", "N", "O", "C", "C", "C", "C", "C", "C", "H", "H", "H", "H", "H", "C", "N", "C", "C", "O", "H", "H", "H", "H", "H", "H", "H", "C", "N", "C", "C", "O", "H", "H", "H", "H", "H", "H", "H"],
  "coordinates": [[-2.771, 3.822, 1.989], [-2.824, 2.508, 1.898], [-3.477, 2.080, 0.930], [-2.144, 1.666, 2.807], [-2.194, 0.192, 2.742], [-1.372, -0.727, 3.522], [-0.513, -0.087, 4.609], [-0.475, 1.345, 4.774], [-1.414, 2.244, 3.963], [-2.828, -0.266, 1.928], [-1.377, -1.685, 3.202], [0.129, -0.491, 5.329], [0.021, 1.935, 5.502], [-1.388, 3.303, 4.319], [-2.148, 7.336, 0.831], [-1.494, 6.328, 0.545], [-1.821, 5.520, -0.325], [-0.635, 5.837, 1.557], [-0.712, 6.404, 3.076], [0.217, 5.782, 4.215], [1.207, 4.628, 3.703], [1.332, 4.132, 2.432], [0.359, 4.767, 1.261], [-1.271, 7.141, 3.374], [0.180, 6.054, 5.150], [1.704, 4.138, 4.362], [2.092, 3.452, 2.018], [0.434, 4.201, 0.197], [-1.411, -2.695, -4.634], [-1.613, -3.698, -3.731], [-0.961, -3.832, -2.780], [-2.804, -4.488, -3.868], [-2.780, -5.840, -3.130], [-4.073, -6.736, -3.288], [-5.226, -6.125, -3.993], [-5.218, -4.803, -4.606], [-4.052, -3.874, -4.601], [-1.807, -6.164, -2.488], [-4.103, -7.723, -2.621], [-6.265, -6.610, -4.160], [-6.120, -4.401, -5.206], [-4.105, -2.878, -5.179], [2.723, 1.399, 4.327], [3.005, 0.145, 4.435], [2.748, -0.508, 5.556], [3.520, -0.611, 3.301], [3.139, -0.212, 1.919], [3.365, -1.271, 0.817], [4.192, -2.583, 1.107], [4.668, -2.795, 2.391], [4.307, -1.883, 3.516], [2.538, 0.674, 1.845], [2.874, -0.927, -0.085], [4.327, -3.418, 0.554], [5.138, -3.920, 2.558], [4.610, -2.435, 4.576], [5.380, 2.743, -7.756], [4.610, 3.365, -6.973], [3.743, 4.106, -7.280], [4.782, 3.082, -5.537], [5.973, 2.232, -5.002], [6.364, 2.438, -3.546], [5.269, 2.927, -2.531], [4.059, 3.373, -3.084], [3.695, 3.406, -4.492], [6.608, 1.645, -5.619], [7.234, 2.084, -3.133], [5.043, 2.922, -1.486], [3.254, 3.726, -2.238], [2.830, 3.767, -4.745], [-4.765, -5.234, 1.214], [-4.136, -3.931, 1.338], [-4.460, -3.025, 2.423], [-3.174, -3.505, 0.435], [-2.483, -2.463, 0.717], [-5.903, -5.098, 1.300], [-4.497, -6.016, 1.848], [-4.463, -5.741, 0.303], [-3.709, -2.772, 3.038], [-5.188, -3.623, 3.076], [-4.858, -2.083, 1.967], [-2.892, -4.323, -0.417], [0.119, -0.321, -2.538], [0.468, 0.431, -1.361], [-0.167, 0.053, -0.079], [1.500, 1.236, -1.395], [1.992, 1.776, -0.361], [-0.899, -0.685, -2.643], [0.643, -1.254, -2.807], [0.081, 0.171, -3.430], [-0.190, -0.926, 0.155], [-1.200, 0.330, -0.199], [0.028, 0.523, 0.855], [1.878, 1.326, -2.464]],
  "lowdin_charge": [0.003, -0.290, 0.055, -0.145, -0.006, -0.003, -0.021, -0.043, 0.068, 0.100, 0.035, 0.053, 0.076, 0.100, 0.058, -0.379, 0.060, -0.140, 0.117, 0.068, -0.087, -0.035, 0.079, 0.002, -0.002, 0.002, 0.083, 0.134, -0.033, -0.350, 0.100, -0.123, 0.021, -0.057, -0.111, -0.105, 0.048, 0.144, 0.122, 0.118, 0.118, 0.128, 0.020, -0.267, -0.006, -0.137, 0.046, 0.048, -0.058, -0.131, 0.011, 0.064, 0.056, 0.043, 0.156, 0.157, 0.033, -0.387, 0.110, -0.050, 0.051, 0.013, -0.041, -0.133, 0.043, 0.071, 0.036, 0.079, 0.148, 0.029, -0.070, -0.200, -0.040, -0.238, -0.064, 0.119, 0.056, 0.068, 0.024, 0.119, 0.116, 0.160, -0.066, -0.128, -0.008, -0.327, -0.071, 0.087, 0.097, 0.055, 0.045, 0.087, 0.071, 0.148]
}

---

[2]
{
  "formula": "C36H40B2F4N5O7PY",
  "method": "the ωB97M-V functional and the def2-TZVPD basis",
  "spin_multiplicity": 2,
  "lumo_energy_ev": [-0.21, -0.25],
  "energy_ha": -3025.4350,
  "symbols": ["Y", "C", "C", "N", "O", "B", "F", "F", "O", "N", "C", "C", "C", "N", "O", "B", "F", "F", "O", "N", "C", "C", "C", "H", "H", "H", "H", "H", "H", "H", "H", "H", "H", "H", "H", "O", "C", "C", "C", "C", "C", "C", "C", "P", "C", "C", "C", "C", "C", "C", "C", "C", "C", "C", "C", "C", "H", "H", "H", "H", "H", "H", "H", "H", "H", "H", "H", "H", "H", "H", "C", "C", "C", "C", "O", "H", "H", "H", "H", "H", "H", "H", "H", "H", "O", "N", "C", "C", "C", "C", "C", "H", "H", "H", "H", "H"],
  "coordinates": [[-0.096, -0.043, -0.576], [0.154, -1.133, -4.990], [-0.190, -1.106, -3.539], [-0.583, -0.072, -2.903], [-0.698, 1.107, -3.543], [-1.884, 1.947, -3.075], [-3.047, 1.314, -3.477], [-1.675, 3.181, -3.649], [-1.963, 2.217, -1.582], [-2.131, 1.095, -0.840], [-2.890, 1.105, 0.186], [-3.745, 2.241, 0.622], [-2.862, -0.185, 0.945], [-1.843, -0.915, 0.700], [-1.799, -2.176, 1.209], [-1.780, -3.253, 0.158], [-1.799, -4.450, 0.827], [-2.859, -3.056, -0.701], [-0.512, -3.286, -0.684], [-0.452, -2.205, -1.491], [-0.140, -2.356, -2.719], [0.176, -3.666, -3.356], [-3.993, -0.573, 1.830], [-0.176, -0.209, -5.457], [-0.314, -1.981, -5.487], [1.235, -1.231, -5.117], [-3.625, 3.074, -0.065], [-3.462, 2.553, 1.631], [-4.793, 1.940, 0.651], [0.154, -4.450, -2.605], [1.159, -3.636, -3.829], [-0.557, -3.894, -4.132], [-4.163, 0.197, 2.585], [-3.770, -1.520, 2.312], [-4.907, -0.672, 1.241], [0.104, 1.623, 0.790], [0.271, 1.388, 2.038], [-0.145, 2.099, 3.210], [-0.806, 3.294, 3.514], [-0.967, 3.594, 4.862], [-0.487, 2.753, 5.864], [0.172, 1.554, 5.547], [0.323, 1.233, 4.221], [1.060, 0.019, 2.945], [0.179, -1.497, 3.436], [-0.983, -1.374, 4.198], [-1.681, -2.501, 4.603], [-1.225, -3.764, 4.264], [-0.073, -3.896, 3.505], [0.614, -2.770, 3.083], [2.709, 0.131, 3.710], [3.402, 1.337, 3.619], [4.561, 1.535, 4.349], [5.032, 0.536, 5.193], [4.326, -0.650, 5.315], [3.160, -0.849, 4.585], [-1.171, 3.961, 2.741], [-1.471, 4.511, 5.146], [-0.627, 3.034, 6.900], [0.537, 0.905, 6.336], [-1.350, -0.398, 4.481], [-2.586, -2.386, 5.188], [-1.775, -4.644, 4.575], [0.274, -4.877, 3.208], [1.484, -2.885, 2.459], [3.026, 2.124, 2.974], [5.095, 2.473, 4.265], [5.940, 0.689, 5.761], [4.676, -1.426, 5.984], [2.608, -1.775, 4.697], [3.776, 0.139, 0.528], [2.875, -1.088, 0.687], [3.608, -2.176, 1.471], [2.597, -1.654, -0.704], [1.584, -0.728, 1.242], [4.586, -0.091, -0.168], [4.228, 0.431, 1.470], [3.202, 0.973, 0.120], [4.603, -2.298, 1.037], [3.099, -3.138, 1.391], [3.738, -1.920, 2.519], [3.530, -1.977, -1.169], [2.216, -0.869, -1.367], [1.917, -2.505, -0.645], [1.564, 1.294, -1.697], [1.387, 2.480, -2.239], [1.704, 2.652, -3.534], [1.499, 3.863, -4.150], [0.954, 4.914, -3.429], [0.626, 4.709, -2.101], [0.846, 3.480, -1.520], [2.095, 1.769, -4.015], [1.752, 3.967, -5.195], [0.770, 5.869, -3.902], [0.182, 5.491, -1.503], [0.596, 3.212, -0.502]],
  "lowdin_charge": [1.596, 0.010, -0.226, -0.029, 0.020, -1.065, 0.162, 0.169, 0.043, -0.032, -0.225, 0.020, -0.214, -0.015, 0.030, -1.083, 0.174, 0.151, 0.034, -0.053, -0.238, 0.012, 0.021, 0.087, 0.086, 0.097, 0.088, 0.091, 0.095, 0.088, 0.095, 0.097, 0.093, 0.085, 0.105, -0.226, -0.387, -0.217, -0.032, -0.099, -0.093, -0.072, -0.231, 1.043, -0.259, -0.073, -0.074, -0.067, -0.062, -0.073, -0.279, -0.092, -0.072, -0.082, -0.074, -0.089, 0.103, 0.098, 0.095, 0.109, 0.102, 0.106, 0.108, 0.113, 0.079, 0.121, 0.105, 0.102, 0.105, 0.108, -0.019, -0.626, -0.027, -0.049, -0.347, 0.092, 0.064, 0.076, 0.095, 0.083, 0.062, 0.103, 0.048, 0.083, -0.210, -0.167, -0.005, -0.027, -0.047, -0.020, 0.007, 0.143, 0.117, 0.116, 0.121, 0.121]
}